1.
This record from the Open Molecules 2025 dataset describes C19H39AlN2O8 as an isolated structure at a distorted geometry. The level of theory is ωB97M-V with the def2-TZVPD basis set.

```
69
Properties=species:S:1:pos:R:3:forces:R:3
Al 0.417257 -17.788289 17.118201 -0.45 0.17 1.36
O -0.511669 -17.724660 19.793728 -0.21 -0.68 -0.51
H -1.134997 -17.375586 20.460167 0.62 0.17 -0.67
C -4.271187 -11.330329 19.266322 -0.02 -1.14 -0.16
C -3.021731 -11.962869 19.983776 -0.75 0.87 -0.05
C -3.237934 -11.631364 21.489638 1.23 -1.61 0.64
C -2.312129 -12.506577 22.385216 1.07 0.86 0.45
C -2.612669 -13.986539 22.272289 -0.83 0.41 -1.98
C -2.377299 -14.444525 20.769260 -0.47 -0.27 0.55
N -2.982864 -13.423301 19.782738 -1.49 -1.76 -3.56
O -3.360188 -13.800736 18.473735 1.78 0.63 4.94
C -3.085312 -15.833024 20.615581 0.52 0.54 -1.30
C -0.857093 -14.649639 20.522251 -0.13 -0.18 0.42
C -1.707649 -11.304159 19.463444 -0.57 0.44 0.94
H -4.481436 -10.291852 19.522174 0.51 0.00 0.27
H -5.132335 -11.911963 19.595297 -0.12 0.02 0.10
H -4.290136 -11.420677 18.180228 0.46 -0.01 0.07
H -4.173723 -11.901283 21.979061 -0.85 0.15 -1.14
H -3.118081 -10.558213 21.638221 0.33 -0.11 0.09
H -2.461362 -12.175231 23.412858 0.18 0.01 0.13
H -1.265277 -12.338667 22.132222 0.17 0.16 0.13
H -3.659113 -14.078716 22.563062 -0.36 -0.33 -0.40
H -2.113724 -14.727603 22.896767 0.61 0.54 0.16
H -4.171848 -15.747508 20.630313 0.11 0.02 -0.11
H -2.782880 -16.637558 21.285935 0.12 0.59 0.97
H -2.725956 -16.265595 19.681860 -0.63 0.26 -0.53
H -0.181116 -13.813651 20.701911 -0.47 0.44 -0.25
H -0.641894 -15.096685 19.551706 -0.21 0.22 -0.06
H -0.506334 -15.368960 21.262282 -0.11 -0.27 0.06
H -1.850133 -10.267806 19.769664 0.31 0.30 -0.36
H -1.524337 -11.346957 18.389824 -0.42 -0.24 0.07
H -0.806581 -11.632093 19.981747 -0.10 -0.28 0.04
C -1.979867 -18.021480 24.136821 0.21 1.38 0.19
C -1.359674 -18.822421 23.033911 0.99 -1.51 -0.04
C -0.952292 -20.227793 23.553392 -1.13 0.71 -0.97
N -0.867250 -21.255889 22.422625 -0.70 -1.41 0.73
C -0.103374 -20.813948 21.227010 -0.92 0.87 -1.09
C -0.275655 -22.540450 23.030880 -0.46 -1.12 0.11
C -1.006687 -23.741988 22.386418 -0.40 0.27 0.45
C -2.438118 -23.214297 22.352538 -0.26 1.87 -0.16
C -2.328785 -21.711542 21.943369 0.10 -1.03 0.55
H -1.334690 -17.740196 24.969133 0.15 -0.47 0.09
H -2.890759 -18.493016 24.505638 0.05 -0.02 0.06
H -2.250014 -17.055027 23.711257 -0.32 0.05 0.03
H -0.450053 -18.462942 22.552802 -0.23 0.90 0.12
H -2.138369 -18.883276 22.273627 0.13 -0.46 -0.29
H -1.766880 -20.497657 24.225501 0.17 -0.77 -0.03
H -0.014907 -20.261310 24.108619 0.04 0.21 -0.21
H 0.901726 -20.401543 21.315319 0.03 -0.47 0.94
H -0.682934 -19.990877 20.808959 0.10 0.07 -0.13
H -0.132204 -21.597519 20.469861 0.16 -0.20 0.29
H 0.806979 -22.619220 22.931888 -0.08 0.53 -0.24
H -0.509860 -22.562280 24.095194 -0.03 0.39 -0.04
H -0.475242 -24.041871 21.483234 -0.63 0.00 -0.28
H -1.123357 -24.602229 23.045575 1.00 -0.06 0.08
H -3.265728 -23.676971 21.814851 0.58 -0.34 -0.52
H -2.817261 -23.211675 23.374474 0.24 -0.15 0.26
H -2.503544 -21.607154 20.872538 0.77 0.38 0.07
H -3.122542 -21.161016 22.448312 0.51 0.46 0.07
O 1.571804 -17.125929 21.185040 4.15 -0.28 -0.22
C 2.665885 -17.302748 20.388146 -4.27 0.94 0.41
O 2.522340 -17.564567 19.166724 0.59 -0.26 0.19
O 3.793782 -17.086276 20.791578 2.19 0.00 0.45
H 0.899180 -17.377256 20.547853 -3.02 -0.48 -1.03
O -2.825978 -19.267315 19.669117 -1.32 -1.95 -0.95
C -3.037099 -19.614570 18.381160 0.10 1.67 2.04
O -2.640392 -18.794669 17.539924 -0.47 -1.61 -0.99
O -3.651263 -20.697884 18.171773 0.37 0.47 -0.83
H -2.103767 -18.649046 19.535905 1.82 1.52 0.62
```
Forces are in eV/Å.

Calculated values
net charge = +1
spin multiplicity = 2
HOMO-LUMO gap (spin up / spin down) = 4.160 / 4.751 eV
E_tot = -46279.197 eV
<S²> = 1.77



2.
This record from the Open Molecules 2025 dataset describes a 9-piece molecular cluster, C19H39BrClFN10O20P overall at a distorted geometry. The level of theory is ωB97M-V with the def2-TZVPD basis set.

```
92
Properties=species:S:1:pos:R:3:forces:R:3
C -0.568717 0.815463 2.373109 0.11 0.18 0.26
C -0.648391 0.017159 1.333279 -0.22 0.19 0.28
C -1.872056 -0.733037 0.926153 0.46 -0.47 0.60
C -3.102710 -0.510836 1.803231 -0.43 0.07 -1.08
C -4.159656 0.441817 1.272823 0.48 -0.16 0.52
C -5.504405 0.035411 1.773318 -0.35 0.51 -0.30
Cl -5.887540 -1.590545 1.152082 -0.55 -0.31 0.12
C -2.058412 -0.757144 -0.610357 -1.31 0.46 -0.55
C -0.795064 -0.634238 -1.430671 0.95 -0.31 0.09
O -0.187911 -1.558537 -1.897319 -0.09 0.03 0.32
N -0.379004 0.714116 -1.601050 -0.65 -0.35 -1.05
C -0.055865 1.139362 -2.895901 -0.61 2.24 -0.74
O -0.499399 2.147665 -3.404769 0.85 -1.83 0.97
F 0.840871 0.395190 -3.503489 -0.12 -0.34 0.12
C -2.756607 -2.088581 -0.800699 2.82 -1.00 -1.31
O -2.746109 -2.618992 -2.109484 -0.59 1.03 -0.01
C -1.798892 -2.902415 0.076440 -1.03 1.20 -0.19
N -1.518853 -2.218197 1.113922 1.02 -0.87 0.27
P -0.804634 -2.965915 2.629667 1.08 0.56 0.28
O -2.026726 -2.718697 3.626607 -0.17 -0.15 -0.25
Br -1.068232 -5.135359 2.188022 -0.01 0.20 -0.15
H -1.376865 1.048585 3.033802 -0.40 0.07 0.23
H 0.369784 1.267119 2.607209 0.47 0.32 0.10
H 0.240287 -0.112821 0.751345 0.37 -0.28 -0.37
H -3.573922 -1.475568 1.903365 -0.15 -0.34 0.00
H -2.831936 -0.226140 2.799291 0.33 0.16 0.49
H -3.973004 1.426872 1.653451 0.08 0.65 -0.09
H -4.221332 0.481276 0.196834 0.14 0.04 -0.38
H -6.232672 0.710430 1.365615 -0.49 0.18 -0.16
H -5.599131 0.080909 2.844175 0.06 -0.38 0.44
H -2.708499 0.008229 -1.009204 -0.27 0.54 0.40
H -1.072212 1.361094 -1.252603 0.07 0.35 0.35
H -3.743928 -2.108842 -0.368270 -0.16 0.68 0.09
H -2.798435 -3.571665 -2.024827 0.16 -0.19 -0.39
H -1.422185 -3.872548 -0.180546 0.12 -0.06 0.37
H -2.795387 -3.251670 3.378298 -0.38 0.10 0.29
C -4.956809 5.266552 3.033841 -0.97 0.47 -0.17
N -4.777881 3.837983 2.661985 -3.16 -1.23 -0.21
O -4.499418 3.048584 3.536822 -4.75 -2.83 -0.40
O -4.919550 3.541814 1.492077 -0.02 0.17 -0.31
H -4.796496 5.363654 4.099824 -0.13 0.00 -0.04
H -4.226487 5.839889 2.471814 -0.27 0.02 -0.07
H -5.967869 5.548710 2.757870 -0.09 -0.04 -0.09
C -0.770530 4.355895 3.743811 0.25 -0.21 0.00
N -2.132443 3.809889 4.000977 0.74 0.16 -0.23
O -2.244049 2.946450 4.844470 -0.02 -0.03 0.23
O -3.038531 4.257624 3.335112 8.55 3.43 1.27
H -0.070606 3.859112 4.404319 -0.01 -0.03 0.07
H -0.542408 4.148129 2.702593 -0.06 0.10 -0.08
H -0.797683 5.423932 3.933327 -0.08 0.03 -0.08
C 3.516914 1.575178 -3.272826 -0.09 0.09 0.03
N 4.648359 2.037687 -2.424824 -0.18 0.06 -0.07
O 4.446638 2.978706 -1.681712 -0.05 0.11 0.11
O 5.693925 1.443331 -2.524894 0.20 -0.12 0.03
H 2.660825 2.203041 -3.063587 0.04 0.10 0.02
H 3.820391 1.662498 -4.310927 0.07 -0.11 -0.01
H 3.321439 0.540073 -3.017051 0.13 -0.09 -0.12
C 4.082402 -2.654319 -2.146004 -0.01 -0.12 0.11
N 4.898869 -2.535148 -3.386096 -0.06 -0.02 0.17
O 5.691233 -3.417931 -3.620205 0.13 -0.13 -0.10
O 4.710818 -1.557408 -4.074216 -0.10 0.17 -0.08
H 4.360014 -3.570254 -1.638578 0.05 -0.02 -0.02
H 4.299698 -1.785433 -1.532040 -0.02 0.06 -0.03
H 3.038228 -2.669241 -2.444777 -0.02 0.09 -0.02
C -5.069141 -5.329172 -0.701309 -0.21 0.09 0.11
N -3.783345 -4.697931 -0.300098 -1.01 -0.68 0.17
O -3.811911 -3.792255 0.509725 -0.49 -1.43 0.75
O -2.769009 -5.113198 -0.816674 -0.10 -0.80 -0.40
H -5.871464 -4.844324 -0.159338 0.02 0.06 0.05
H -5.175238 -5.191335 -1.772835 0.06 -0.06 -0.06
H -5.003553 -6.383472 -0.451364 0.09 -0.05 -0.07
C 6.755154 -6.463773 -3.344758 0.12 -0.06 -0.17
N 6.863597 -7.369574 -2.168846 -0.01 0.08 -0.14
O 7.456749 -8.413181 -2.306562 0.08 -0.14 0.01
O 6.338521 -6.989887 -1.142405 -0.10 0.07 0.15
H 7.259326 -6.923066 -4.185608 0.03 -0.08 0.03
H 5.699301 -6.325479 -3.549386 -0.02 0.10 0.06
H 7.220458 -5.522182 -3.075786 -0.10 0.06 0.05
C 7.068754 3.497383 0.077549 -0.04 -0.15 0.00
N 7.980426 3.734496 1.231094 -0.08 -0.05 -0.12
O 8.272451 2.784651 1.924295 0.03 -0.13 0.11
O 8.365467 4.869647 1.398734 0.05 0.17 0.03
H 6.807883 2.448039 0.052602 0.03 -0.04 0.02
H 6.189919 4.114807 0.224713 0.03 0.09 -0.05
H 7.597321 3.788105 -0.824040 -0.02 0.09 -0.01
C -0.266601 4.591893 -1.415813 0.07 0.05 -0.13
N -1.113671 4.421464 -0.206184 0.12 -0.09 -0.35
O -1.093541 3.321634 0.329162 -0.08 -0.19 0.19
O -1.779089 5.355459 0.153009 -0.05 0.14 0.22
H 0.246421 3.660130 -1.596931 0.04 -0.02 0.00
H -0.935053 4.834666 -2.235667 0.02 0.06 -0.03
H 0.438623 5.398504 -1.241236 -0.12 0.11 0.09
```
Forces are in eV/Å.

Calculated values
net charge = +1
spin multiplicity = 1
HOMO-LUMO gap = 7.519 eV
E_tot = -170726.226 eV